This record from the Open Molecules 2025 dataset describes 3 unconnected molecules or ions with the total composition C4H15NO2 at a distorted geometry. The level of theory is ωB97M-V/def2-TZVPD.

Each line ends with the Mulliken charge.
Cartesian coordinates (Å):
C: 0.492 -0.432 -1.551  -0.411
N: -0.308 0.313 -0.431  -0.430
C: 0.592 1.095 0.424  -0.224
C: -0.146 2.167 1.211  -1.543
C: -0.259 -0.986 -2.695  -1.110
H: 1.213 0.354 -1.759  0.413
H: 1.145 -1.141 -1.037  0.353
H: -1.197 0.870 -0.145  0.324
H: 1.001 0.345 1.059  0.080
H: 1.467 1.463 -0.102  0.427
H: 0.573 2.735 1.795  0.397
H: -0.485 2.976 0.501  0.360
H: -0.830 1.659 1.801  0.480
H: -0.495 -0.209 -3.418  0.329
H: -1.318 -1.307 -2.425  0.261
H: 0.297 -1.713 -3.275  0.338
H: 0.050 -1.306 2.199  0.340
H: 1.234 -0.811 2.849  0.328
O: 0.291 -0.758 3.049  -0.658
H: -1.605 -2.094 1.205  0.276
H: -0.797 -1.160 0.188  0.468
O: -0.915 -2.059 0.558  -0.798

Calculated values
- energy above the lowest of the compared OMol25 structures with the same formula, charge and spin (kJ/mol) = 263.8
- HOMO (eV) = -8.7
- HOMO-LUMO gap (eV) = 9.7
- energy (eV) = -9974.3521
- SMILES string = CCNCC.O.O
- charge = 0

This record from the Open Molecules 2025 dataset describes a single C10H18N2Si molecule at a distorted geometry. The level of theory is ωB97M-V/def2-TZVPD.

Each line ends with the Mulliken charge.
Cartesian coordinates (Å):
C: -4.254 -0.095 -0.104  -0.454
C: -3.494 -0.936 0.767  -0.554
C: -3.542 0.830 -0.826  -0.724
C: -2.096 -0.883 0.852  -0.326
C: -2.095 0.914 -0.653  -0.222
C: -1.372 0.055 0.082  0.306
C: 1.717 -3.089 1.338  -1.023
C: 2.142 1.708 -1.515  -1.025
C: 0.568 2.997 -0.051  -1.184
C: 1.070 -2.425 0.089  -0.369
N: 1.393 -1.024 -0.209  -0.232
N: 1.107 1.711 -0.488  0.251
Si: 0.488 0.300 0.427  -0.098
H: -5.314 -0.161 -0.090  0.416
H: -4.062 -1.641 1.366  0.358
H: -3.953 1.368 -1.710  0.274
H: -1.673 -1.649 1.464  0.323
H: -1.477 1.624 -1.110  0.670
H: 1.166 -2.522 2.135  0.224
H: 1.693 -4.132 1.374  0.383
H: 2.780 -2.859 1.472  0.295
H: 2.664 0.777 -1.720  0.319
H: 1.533 1.913 -2.359  0.393
H: 2.893 2.514 -1.475  0.327
H: -0.532 3.008 0.113  0.403
H: 1.033 3.268 0.937  0.257
H: 0.821 3.788 -0.737  0.406
H: 1.276 -3.092 -0.744  0.334
H: 0.015 -2.413 0.249  0.124
H: 2.332 -0.862 -0.067  0.283
H: 0.708 0.272 1.963  -0.136

Calculated values
- energy above the lowest of the compared OMol25 structures with the same formula, charge and spin (kJ/mol) = 0.0
- HOMO (eV) = -8.3
- HOMO-LUMO gap (eV) = 9.1
- energy (eV) = -21519.3661
- SMILES string = CCN[Si@H](c1ccccc1)N(C)C
- charge = 0

This record from the Open Molecules 2025 dataset describes 4 unconnected molecules or ions with the total composition C60H53IN2O11P at a distorted geometry. The level of theory is ωB97M-V/def2-TZVPD.

Each line ends with the Mulliken charge.
Cartesian coordinates (Å):
C: -5.305 1.115 3.498  -0.931
C: -3.695 0.701 3.572  -0.075
C: -2.786 1.389 2.388  0.158
O: -3.139 2.479 1.692  -0.519
O: -1.476 0.748 2.065  -0.005
C: -0.364 1.488 2.716  -0.316
C: 0.957 0.488 2.889  -1.299
C: 0.750 -0.922 2.069  1.124
C: 0.911 -0.816 0.408  -0.646
C: 1.233 0.621 -0.376  -0.140
C: 2.870 0.752 -0.411  0.141
O: 3.535 1.752 -1.046  -0.494
I: 4.150 -0.742 0.633  0.040
N: 0.775 -2.060 -0.441  0.275
C: 0.470 -3.457 0.140  -0.356
P: 0.315 -4.865 -1.158  0.420
N: -0.931 -6.063 -0.719  -0.568
O: 1.860 -5.719 -1.133  -0.524
C: 0.293 -3.678 1.788  -0.065
C: 0.012 -5.222 2.290  -0.710
O: 1.101 -6.134 1.807  -0.245
C: 1.065 -7.418 2.522  -0.676
C: 0.405 -2.372 2.828  0.298
C: 0.195 -2.514 4.446  0.496
C: 1.644 -2.651 5.270  -1.081
C: -0.796 -1.381 5.117  0.244
C: -1.768 -1.943 6.312  -1.177
H: -5.512 2.057 2.834  0.289
H: -5.988 0.194 3.172  0.272
H: -5.615 1.345 4.621  0.273
H: -3.304 0.992 4.661  0.208
H: -3.659 -0.475 3.482  0.273
H: -0.069 2.421 2.035  0.338
H: -0.644 1.893 3.786  0.336
H: 1.159 0.297 4.040  0.303
H: 1.894 1.058 2.455  0.348
H: 0.802 0.603 -1.468  0.457
H: 0.767 1.554 0.159  0.022
H: 0.910 -1.952 -1.486  0.418
H: -0.509 -7.039 -0.713  0.257
H: -1.721 -6.034 -1.409  0.315
H: 2.388 -5.211 -0.444  0.333
H: -0.020 -5.361 3.451  0.318
H: -1.031 -5.636 1.885  0.367
H: 2.125 -7.953 2.394  0.251
H: 0.904 -7.326 3.685  0.264
H: 0.269 -8.162 2.034  0.266
H: -0.347 -3.561 4.635  0.186
H: 1.742 -1.876 6.147  0.343
H: 1.701 -3.742 5.750  0.305
H: 2.547 -2.600 4.495  0.309
H: -0.073 -0.571 5.614  0.198
H: -1.401 -0.769 4.289  -0.539
H: -2.449 -1.060 6.737  0.340
H: -2.428 -2.829 5.924  0.305
H: -1.083 -2.354 7.182  0.322
C: -2.700 -4.381 -9.809  -0.462
C: -2.249 -5.479 -9.077  -0.493
C: -2.076 -5.375 -7.696  -0.492
C: -2.345 -4.164 -7.046  0.203
C: -2.773 -3.059 -7.781  0.149
C: -2.962 -3.171 -9.164  -0.571
C: -3.012 -1.764 -7.112  0.612
O: -3.391 -0.794 -7.756  -0.661
C: -2.778 -1.652 -5.658  0.297
C: -2.945 -0.415 -5.022  -0.619
C: -2.739 -0.304 -3.645  -0.686
C: -2.377 -1.426 -2.900  -0.502
C: -2.205 -2.658 -3.533  -0.610
C: -2.396 -2.769 -4.916  0.180
C: -2.177 -4.069 -5.582  0.574
O: -1.854 -5.054 -4.929  -0.695
H: -2.843 -4.464 -10.884  0.401
H: -2.033 -6.418 -9.582  0.396
H: -1.729 -6.238 -7.131  0.441
H: -3.309 -2.316 -9.742  0.458
H: -3.231 0.465 -5.595  0.476
H: -2.864 0.658 -3.153  0.462
H: -2.224 -1.342 -1.827  0.699
H: -1.917 -3.529 -2.946  0.439
C: 4.334 -0.176 -4.867  -0.641
C: 4.437 0.521 -3.663  -0.167
C: 5.659 1.075 -3.280  -0.592
C: 6.786 0.921 -4.097  0.129
C: 6.688 0.203 -5.288  0.086
C: 5.457 -0.337 -5.680  -0.618
C: 7.881 -0.009 -6.133  0.671
O: 7.796 -0.636 -7.181  -0.670
C: 9.180 0.540 -5.692  0.169
C: 10.330 0.297 -6.455  -0.544
C: 11.559 0.823 -6.052  -0.465
C: 11.642 1.598 -4.896  -0.472
C: 10.499 1.837 -4.131  -0.547
C: 9.267 1.298 -4.526  0.174
C: 8.071 1.526 -3.692  0.595
O: 8.143 2.203 -2.673  -0.683
H: 3.379 -0.600 -5.170  0.417
H: 3.565 0.636 -3.024  0.435
H: 5.731 1.623 -2.341  0.565
H: 5.370 -0.887 -6.615  0.464
H: 10.273 -0.304 -7.361  0.452
H: 12.452 0.629 -6.643  0.400
H: 12.598 2.014 -4.586  0.391
H: 10.572 2.439 -3.227  0.451
C: -2.144 4.982 3.363  -0.171
C: -2.835 5.688 2.378  -0.422
C: -3.902 6.515 2.731  -0.755
C: -4.289 6.627 4.073  0.166
C: -3.614 5.902 5.054  0.200
C: -2.531 5.086 4.700  -0.707
C: -4.044 5.974 6.465  0.542
O: -3.449 5.340 7.328  -0.687
C: -5.206 6.813 6.820  0.232
C: -5.660 6.845 8.144  -0.551
C: -6.750 7.647 8.491  -0.470
C: -7.382 8.423 7.520  -0.460
C: -6.935 8.389 6.198  -0.561
C: -5.851 7.574 5.846  0.196
C: -5.408 7.517 4.439  0.637
O: -5.965 8.196 3.584  -0.667
H: -1.306 4.345 3.089  0.365
H: -2.541 5.596 1.335  0.423
H: -4.434 7.067 1.958  0.471
H: -1.991 4.528 5.462  0.487
H: -5.171 6.244 8.909  0.446
H: -7.105 7.666 9.519  0.394
H: -8.227 9.053 7.791  0.397
H: -7.436 8.994 5.445  0.457

Calculated values
- HOMO (eV) = -10.9
- HOMO-LUMO gap (eV) = 6.3
- energy (eV) = -105952.4096
- charge = +1

This record from the Open Molecules 2025 dataset describes a single C5H9NOS molecule at a distorted geometry. The level of theory is ωB97M-V/def2-TZVPD.

Each line ends with the Mulliken charge.
Cartesian coordinates (Å):
C: 1.531 0.809 -1.658  -0.418
C: -0.436 1.057 0.087  0.729
C: -0.974 -0.247 -1.738  -0.748
C: -0.183 1.252 1.639  -1.291
C: -0.135 -1.297 0.259  -1.159
N: -0.672 -0.176 -0.357  0.077
O: -0.637 2.031 -0.616  -0.619
S: 0.341 0.683 -2.754  0.008
H: 2.406 1.429 -1.847  0.287
H: -1.009 -1.197 -2.087  0.561
H: -1.888 0.361 -1.867  0.364
H: -1.094 0.882 2.167  0.347
H: -0.296 2.327 1.912  0.330
H: 0.792 0.935 2.087  0.339
H: 0.248 -1.186 1.185  0.446
H: -0.921 -2.059 0.335  0.383
H: 0.552 -1.818 -0.338  0.362

Calculated values
- energy above the lowest of the compared OMol25 structures with the same formula, charge and spin (kJ/mol) = 399.0
- HOMO (eV) = -8.2
- HOMO-LUMO gap (eV) = 8.5
- energy (eV) = -19700.1682
- charge = 0

This record from the Open Molecules 2025 dataset describes 8 unconnected molecules or ions with the total composition C18H30N6O2 at a distorted geometry. The level of theory is ωB97M-V/def2-TZVPD.

Each line ends with the Mulliken charge.
Cartesian coordinates (Å):
C: -2.598 3.965 -3.087  -1.300
C: -2.194 2.572 -2.783  0.800
O: -2.325 2.053 -1.628  -0.392
C: -1.551 1.783 -3.935  -1.024
H: -3.077 4.449 -2.236  0.302
H: -3.278 3.926 -3.938  0.349
H: -1.761 4.658 -3.167  0.346
H: -1.597 0.712 -3.736  0.203
H: -0.569 2.234 -4.070  0.301
H: -2.163 1.899 -4.830  0.444
C: -1.769 -2.553 3.738  -1.386
C: -1.051 -1.928 2.565  0.823
O: -1.519 -1.760 1.479  -0.508
C: 0.435 -1.950 2.725  -0.746
H: -1.455 -3.575 3.949  0.355
H: -2.847 -2.530 3.577  0.328
H: -1.489 -1.931 4.588  0.399
H: 0.920 -2.594 1.992  0.145
H: 0.745 -2.280 3.716  0.370
H: 0.767 -0.913 2.682  0.165
C: 0.164 0.371 -0.646  0.373
C: 1.242 -0.669 -0.507  0.109
N: 2.091 -1.485 -0.349  -0.455
H: -0.088 0.535 -1.693  0.059
H: 0.253 1.281 -0.052  0.195
H: -0.719 0.000 -0.126  -0.354
C: 3.064 -4.872 -0.413  -0.263
C: 4.402 -4.810 -1.063  0.302
N: 5.439 -4.771 -1.536  -0.395
H: 3.271 -5.234 0.594  0.239
H: 2.414 -5.523 -0.998  0.318
H: 2.634 -3.870 -0.416  -0.097
C: -2.852 2.380 1.431  -0.191
C: -2.208 3.703 1.579  0.233
N: -1.715 4.747 1.711  -0.513
H: -2.072 1.667 1.163  -0.227
H: -3.656 2.384 0.695  0.315
H: -3.300 2.161 2.400  0.411
C: -3.891 -1.500 -0.477  -0.618
C: -3.370 -1.412 -1.846  0.469
N: -2.886 -1.325 -2.890  -0.502
H: -4.853 -0.988 -0.464  0.312
H: -3.315 -0.906 0.232  0.026
H: -4.051 -2.490 -0.052  0.339
C: 1.846 4.157 2.694  -0.947
C: 0.937 2.961 2.713  0.396
N: 0.325 2.003 2.773  -0.331
H: 1.899 4.649 3.665  0.313
H: 1.542 4.941 2.001  0.284
H: 2.863 3.917 2.385  0.303
C: 5.137 -1.341 -1.296  -0.376
C: 6.140 -1.550 -2.387  0.289
N: 6.919 -1.622 -3.261  -0.411
H: 4.768 -2.289 -0.905  0.007
H: 4.324 -0.722 -1.674  0.163
H: 5.676 -0.712 -0.587  0.248

Calculated values
- energy above the lowest of the compared OMol25 structures with the same formula, charge and spin (kJ/mol) = 0.0
- HOMO (eV) = -10.1
- HOMO-LUMO gap (eV) = 10.4
- energy (eV) = -32185.3265
- SMILES string = CC(C)=O.CC(C)=O.CC#N.CC#N.CC#N.CC#N.CC#N.CC#N
- charge = 0